# 1
Computed, not measured: a 2-piece molecular cluster, H6N2 overall, with wB97M-V/def2-TZVPD.

Output
Calculated total energy   -113.0999 hartree
Molar mass   34.06 g mol⁻¹
2S+1   1
Gap between HOMO and LUMO   11.3 eV

CARTESIAN COORDINATES (ANGSTROEM)
N1 -2.219 -2.597 -1.084
H1 -1.874 -1.746 -1.541
H2 -2.863 -3.048 -1.740
H3 -1.415 -3.224 -0.977
N2 1.974 2.914 1.311
H4 2.138 2.658 2.290
H5 2.879 2.860 0.834
H6 1.380 2.182 0.907

The net atomic charges from Mulliken, expressed in e, are: -0.657, 0.218, 0.220, 0.219, -0.658, 0.220, 0.219, 0.219


# 2
Computed, not measured: one molecule with the formula C4H3I at a distorted geometry, with wB97M-V/def2-TZVPD.

Output
Calculated total energy   -451.7454 hartree
Molar mass   177.97 g mol⁻¹
2S+1   1
Gap between HOMO and LUMO   9.3 eV

CARTESIAN COORDINATES (ANGSTROEM)
C1 -1.392 -1.019 0.111
C2 -0.270 -1.889 -0.094
C3 -0.135 -0.463 0.103
C4 0.611 0.771 -0.023
I1 2.737 0.545 0.053
H1 -2.395 -0.808 0.265
H2 0.332 1.116 -1.007
H3 0.512 1.747 0.592

The net atomic charges from Mulliken, expressed in e, are: 0.007, -0.796, 0.414, -0.732, 0.068, 0.385, 0.290, 0.364


# 3
Computed, not measured: C6H12O as an isolated structure at a distorted geometry, with wB97M-V/def2-TZVPD.

Output
Calculated total energy   -310.9248 hartree
Molar mass   100.16 g mol⁻¹
2S+1   1
Gap between HOMO and LUMO   9.5 eV

CARTESIAN COORDINATES (ANGSTROEM)
C1 -2.060 -1.515 0.286
C2 -0.665 -1.318 -0.306
C3 0.013 -0.022 0.172
C4 1.458 0.083 -0.349
C5 2.187 1.332 0.144
C6 -0.748 1.115 -0.388
O1 -1.260 1.979 0.469
H1 -2.512 -2.443 -0.078
H2 -2.020 -1.565 1.380
H3 -2.729 -0.689 0.017
H4 -0.022 -2.163 -0.032
H5 -0.724 -1.302 -1.403
H6 -0.003 0.043 1.271
H7 1.444 0.067 -1.447
H8 1.999 -0.816 -0.024
H9 3.222 1.349 -0.212
H10 2.206 1.371 1.239
H11 1.698 2.247 -0.210
H12 -1.483 2.248 -0.528

The net atomic charges from Mulliken, expressed in e, are: -1.182, -0.696, 0.918, -0.697, -1.189, -1.112, -0.257, 0.379, 0.304, 0.283, 0.369, 0.322, 0.174, 0.317, 0.369, 0.384, 0.302, 0.285, 0.727


# 4
Computed, not measured: C35H59BrGe2NO4RuSeSi2 as an isolated structure at a distorted geometry, with wB97M-V/def2-TZVPD.

Output
Total charge   +2
Calculated total energy   -11527.6274 hartree
Molar mass   1019.19 g mol⁻¹
2S+1   6
Gap between HOMO and LUMO (spin up / spin down)   8.4 / 6.6 eV

CARTESIAN COORDINATES (ANGSTROEM)
Ru1 0.462 0.697 0.333
C1 0.562 -2.524 3.106
C2 -0.720 -1.990 2.464
C3 -1.906 -2.303 3.371
C4 -0.903 -2.612 1.073
O1 -0.601 -0.565 2.269
Si1 -0.922 0.668 3.319
O2 -0.075 1.839 2.518
O3 -2.497 0.977 3.291
C5 -3.327 1.614 4.291
C6 -4.613 2.021 3.577
C7 -2.618 2.848 4.837
C8 -3.602 0.610 5.405
O4 -0.371 0.447 4.806
C9 0.854 0.646 5.534
C10 0.792 -0.332 6.706
C11 2.074 0.382 4.638
C12 0.860 2.081 6.062
H1 0.524 -3.607 3.170
H2 0.674 -2.118 4.106
H3 1.431 -2.248 2.505
H4 -2.012 -3.381 3.444
H5 -2.827 -1.874 2.982
H6 -1.733 -1.896 4.364
H7 -0.586 -3.650 1.076
H8 -0.288 -2.069 0.346
H9 -1.945 -2.568 0.762
H10 -4.398 2.774 2.822
H11 -5.304 2.448 4.296
H12 -5.080 1.161 3.106
H13 -2.329 3.508 4.018
H14 -1.728 2.548 5.380
H15 -3.277 3.396 5.506
H16 -4.128 -0.258 5.018
H17 -4.206 1.072 6.178
H18 -2.664 0.285 5.845
H19 0.804 -1.359 6.352
H20 -0.123 -0.171 7.272
H21 1.638 -0.172 7.365
H22 1.751 -0.100 3.716
H23 2.788 -0.268 5.138
H24 2.566 1.316 4.382
H25 0.085 2.201 6.816
H26 0.665 2.779 5.249
H27 1.824 2.297 6.514
C13 4.167 -3.583 0.906
Si2 4.420 -2.017 -0.151
C14 4.153 -2.267 -2.021
C15 5.755 -0.772 0.397
Se1 2.349 -0.640 0.433
H28 4.989 -4.279 0.754
H29 3.253 -4.100 0.616
H30 4.121 -3.363 1.971
H31 4.940 -2.892 -2.433
H32 4.158 -1.331 -2.574
H33 3.204 -2.762 -2.220
H34 6.753 -1.114 0.136
H35 5.736 -0.617 1.474
H36 5.600 0.191 -0.084
Br1 0.062 -0.209 -2.490
C16 -1.705 -0.297 -1.792
C17 -2.781 -0.637 -2.583
C18 -4.008 -0.757 -1.946
C19 -4.098 -0.488 -0.589
C20 -2.955 -0.115 0.100
N1 -1.770 -0.033 -0.497
H37 -2.665 -0.814 -3.638
H38 -4.881 -1.057 -2.505
H39 -5.038 -0.582 -0.070
H40 -2.963 0.114 1.157
C21 2.613 4.968 0.001
Ge1 2.478 3.002 0.298
C22 3.054 2.200 -1.466
C23 3.675 2.482 1.802
Ge2 0.003 3.130 1.264
C24 -1.222 2.864 -0.326
C25 -0.639 2.989 -1.586
C26 -1.421 3.051 -2.728
C27 -2.800 2.999 -2.614
C28 -3.391 2.869 -1.364
C29 -2.610 2.800 -0.223
C30 -0.560 4.790 2.208
C31 0.040 5.184 3.392
C32 -0.427 6.309 4.052
C33 -1.485 7.033 3.526
C34 -2.091 6.623 2.350
C35 -1.622 5.506 1.681
H41 3.670 5.214 -0.038
H42 2.151 5.538 0.803
H43 2.160 5.273 -0.940
H44 4.134 2.090 -1.400
H45 2.833 2.879 -2.286
H46 2.622 1.227 -1.698
H47 4.706 2.498 1.457
H48 3.445 1.491 2.185
H49 3.569 3.205 2.607
H50 0.442 3.087 -1.675
H51 -0.958 3.143 -3.699
H52 -3.420 3.078 -3.493
H53 -4.467 2.824 -1.280
H54 -3.070 2.708 0.755
H55 0.862 4.607 3.794
H56 0.042 6.627 4.970
H57 -1.836 7.926 4.019
H58 -2.928 7.171 1.948
H59 -2.088 5.197 0.755

Mulliken atomic charge list, values in e, 99 entries: 0.968, -0.915, 1.212, -1.417, -1.319, 1.459, -2.374, 0.561, 0.668, 1.665, -1.658, -1.151, -1.578, 1.033, 1.859, -1.639, -1.093, -2.035, 0.661, -0.150, -0.107, 0.585, 0.194, 0.210, 0.607, -0.090, 0.257, 0.294, 0.464, 0.347, 0.101, -0.006, 0.677, 0.355, 0.526, 0.049, 0.395, 0.313, 0.423, -0.145, 0.416, 0.315, 0.378, 0.396, 0.477, -1.020, 0.304, -1.028, -0.909, -0.302, 0.418, 0.327, 0.346, 0.427, 0.333, 0.341, 0.452, 0.330, 0.200, -0.004, -0.176, -0.849, -0.641, -1.235, -0.435, 1.066, 0.558, 0.474, 0.545, 0.374, -1.334, 0.866, -1.013, -1.055, 0.345, 0.541, -0.514, -0.614, -0.909, -0.631, -0.476, 0.148, -0.072, -0.699, -0.687, -0.845, -0.135, 0.491, 0.355, 0.394, 0.501, 0.499, 0.044, 0.522, 0.055, 0.396, -0.111, 0.479, 0.441


Which value of 2S+1 does entry 1 give? 1